Entry 1:
Here is a molecular structure, C5H14N2O from the OMol25 dataset. Energies are from the ωB97M-V functional and the def2-TZVPD basis.

Geometry as ORCA input:
```
! wB97M-V def2-TZVPD RIJCOSX def2/J DEFGRID3
* xyz 0 1
C 0.66838 0.72746 0.07735
C -1.03430 -1.18026 0.23062
C 0.12736 -0.96749 -0.57429
C 1.33085 1.33301 -1.15609
C -0.40361 1.66312 0.60855
N 1.62395 0.42463 1.11997
N -0.96629 -2.95150 -0.33837
O -2.21598 -0.67399 -0.24225
H -2.60806 -0.09227 0.42200
H -0.91746 -1.18357 1.31117
H 2.55903 0.78631 0.96041
H 1.37660 0.71214 2.06308
H -1.82114 -2.99637 -0.89444
H -1.16649 -3.46202 0.52130
H 1.00884 -1.54186 -0.30584
H -0.05317 -0.85345 -1.63955
H 0.02614 2.64190 0.87143
H 1.79835 2.29997 -0.91909
H 2.11759 0.68373 -1.55270
H 0.60148 1.50447 -1.95337
H -1.18424 1.84222 -0.13385
H -0.86782 1.28383 1.52395
*
```

As for the calculated total energy: -383.55699 hartree. As for the LUMO energy: 0.02451 Eh. The energy above the lowest of the compared OMol25 structures with the same formula, charge and spin comes out at 377.3 kJ/mol. The calculation puts the gap between HOMO and LUMO at 8.5855 eV. For the highest occupied orbital energy, the calculation gives -7.92 eV.

Formally, the natural (NBO) partial charges of the atoms, in units of the elementary charge, are as follows: 0.1367 0.2665 -0.3948 -0.6317 -0.6498 -0.8776 -0.9111 -0.7068 0.4829 0.1746 0.3655 0.3612 0.3416 0.3356 0.2425 0.2178 0.2148 0.1934 0.2125 0.2155 0.2184 0.1923



Entry 2:
Here is a single C11H15BF2S molecule from the OMol25 dataset. Energies are from the ωB97M-V functional and the def2-TZVPD basis.

Geometry as ORCA input:
```
! wB97M-V def2-TZVPD RIJCOSX def2/J DEFGRID3
* xyz 0 1
C -1.99573 -2.34525 -1.04896
B -2.09739 -1.00526 -0.26575
C -3.44010 -0.20296 -0.11658
C -3.38942 1.25401 0.29994
F -4.63787 1.71943 0.20815
F -2.64699 1.85246 -0.68379
C -0.63117 -0.28161 0.10441
C -0.26134 -0.61386 1.54433
S 0.61563 -1.01512 -0.98270
C 2.02806 0.05739 -0.60500
C 3.18808 -0.69340 -0.22471
C 4.31190 0.03677 0.15521
C 4.32823 1.45348 0.17699
C 3.16795 2.12485 -0.10563
C 1.99689 1.44988 -0.48564
H -1.06372 -2.46919 -1.46361
H -2.66018 -2.27428 -1.83598
H -2.36718 -3.19728 -0.48907
H -4.23731 -0.78641 0.58179
H -3.78241 -0.09531 -1.19093
H -3.00152 1.50727 1.37915
H -0.66070 0.82344 -0.17678
H 0.67614 -0.26317 1.80219
H -0.40037 -1.64499 1.68255
H -1.11576 -0.27461 2.33014
H 3.11055 -1.77676 -0.12425
H 5.28919 -0.47021 0.38630
H 5.23159 2.07372 0.46875
H 3.32569 3.20517 -0.24426
H 1.11926 1.85180 -1.07627
*
```

As for the calculated total energy: -1050.86301 hartree. As for the LUMO energy: 0.01839 Eh. The energy above the lowest of the compared OMol25 structures with the same formula, charge and spin comes out at 39.5 kJ/mol. The calculation puts the gap between HOMO and LUMO at 8.7906 eV. For the highest occupied orbital energy, the calculation gives -8.29 eV. Its SMILES is CB(CC(F)F)[C@@H](C)Sc1ccccc1.

Formally, the natural (NBO) partial charges of the atoms, in units of the elementary charge, are as follows: -1.0322 0.9870 -0.8766 0.5733 -0.3448 -0.3581 -0.7002 -0.5998 0.2189 -0.1445 -0.2374 -0.1982 -0.2279 -0.1942 -0.2632 0.2380 0.2438 0.2549 0.2571 0.2733 0.1425 0.2506 0.2231 0.2087 0.1889 0.2312 0.2149 0.2219 0.2170 0.2320



Entry 3:
Here is 17 unconnected molecules or ions with the total composition C78H114FN13O18 from the OMol25 dataset. Energies are from the ωB97M-V functional and the def2-TZVPD basis.

Geometry as ORCA input:
```
! wB97M-V def2-TZVPD RIJCOSX def2/J DEFGRID3
* xyz 0 1
C 17.10730 -6.81610 6.44285
C 17.62456 -5.56401 5.73009
N 17.02165 -4.28231 6.27712
C 17.27870 -4.22763 7.76148
C 17.66915 -3.07242 5.60154
C 19.16155 -2.99037 5.70849
C 15.53087 -4.29472 6.02173
C 14.79970 -2.98842 6.29756
O 14.80097 -2.29608 5.06484
C 14.63336 -0.90196 5.22215
H 16.02371 -6.88687 6.43201
H 17.58003 -7.01113 7.40269
H 17.42953 -7.66072 5.82532
H 17.50152 -5.66887 4.65485
H 18.68100 -5.62640 5.99000
H 16.98263 -3.30404 8.25112
H 18.35252 -4.38536 7.89533
H 16.83121 -5.09729 8.23300
H 17.19570 -2.22265 6.09795
H 17.22990 -3.11785 4.60378
H 19.55193 -2.21451 5.04511
H 19.64185 -3.87787 5.29888
H 19.43684 -2.65997 6.70725
H 15.16824 -5.01288 6.75907
H 15.31855 -4.69478 5.03158
H 15.35552 -2.54440 7.12808
H 13.76335 -3.22826 6.52930
H 14.67622 -0.42611 4.24427
H 15.48390 -0.51199 5.79937
H 13.70498 -0.71474 5.76712
F 13.98817 -4.78771 8.85490
C 10.49506 -1.05752 0.18585
C 11.06006 0.25317 0.75138
N 12.34792 0.57634 0.14684
C 13.43274 -0.18679 0.77598
C 14.76156 -0.02267 0.02330
C 12.55504 1.99906 -0.09791
C 11.61974 2.50636 -1.21998
H 9.44239 -1.15341 0.46589
H 10.94285 -1.92647 0.68616
H 10.60759 -1.34151 -0.85901
H 10.36376 1.03013 0.43312
H 11.12119 0.32419 1.84357
H 13.56201 0.06122 1.83705
H 13.13206 -1.22670 0.64952
H 15.08831 0.95438 -0.32502
H 15.52936 -0.36508 0.72688
H 14.89698 -0.66237 -0.85216
H 13.55222 2.19244 -0.48494
H 12.45913 2.58739 0.82528
H 11.87617 1.97949 -2.13776
H 11.77573 3.57556 -1.37442
H 10.56084 2.37586 -1.00377
O 16.17235 -3.59828 10.65412
C 16.99879 -2.99252 11.32231
N 18.09191 -3.55869 11.82213
C 16.70668 -1.54834 11.71188
H 18.28334 -4.53607 11.75632
H 18.72906 -3.00370 12.37544
H 15.97322 -1.07991 11.06154
H 17.60855 -0.94703 11.55139
H 16.37307 -1.49313 12.74678
O 20.87635 -2.07526 11.76403
C 21.25729 -2.31756 10.61761
N 22.03123 -3.37618 10.34829
C 20.78953 -1.45358 9.45260
H 22.22519 -3.68450 9.41129
H 22.04018 -4.03666 11.11344
H 19.77438 -1.77142 9.22174
H 21.52078 -1.35965 8.64877
H 20.76152 -0.41449 9.79055
O 12.56366 -0.35478 8.13713
C 12.55483 -1.38146 8.81265
N 11.97318 -2.52142 8.34878
C 13.10685 -1.57758 10.21313
H 11.52190 -2.39578 7.45902
H 12.41174 -3.36358 8.73337
H 12.23422 -1.80943 10.83055
H 13.48469 -0.65185 10.64662
H 13.79514 -2.42188 10.28745
O 13.51183 -10.61340 9.20096
C 13.75716 -10.57163 7.98824
N 14.39372 -9.49298 7.49842
C 13.15496 -11.64352 7.12421
H 14.50938 -9.44971 6.48878
H 14.70451 -8.86174 8.21596
H 13.32552 -12.62681 7.56006
H 13.53939 -11.73879 6.10677
H 12.08188 -11.45953 7.14381
O 17.86559 -4.13865 2.03064
C 16.81163 -3.84231 1.46512
N 16.51788 -4.26361 0.21727
C 15.70359 -3.13911 2.22450
H 17.24162 -4.88532 -0.11754
H 15.53282 -4.40284 0.06478
H 16.16214 -2.33844 2.80552
H 15.25423 -3.76371 2.99213
H 15.03980 -2.75934 1.44812
O 11.32652 -7.71095 5.97620
C 11.62359 -6.94095 6.90583
N 12.92313 -6.65500 7.10574
C 10.62944 -6.40947 7.89650
H 13.25399 -6.00224 7.82122
H 13.49623 -7.17568 6.45661
H 11.07257 -5.62005 8.50201
H 10.33380 -7.18207 8.60813
H 9.73956 -6.16425 7.31992
O 14.58834 -8.21551 5.06143
C 14.18508 -7.83624 3.95054
N 12.91329 -7.55170 3.70943
C 15.13444 -7.83712 2.76952
H 12.53718 -7.52208 2.77649
H 12.19816 -7.66623 4.44170
H 14.78381 -7.22379 1.93394
H 15.13061 -8.85062 2.36471
H 16.13627 -7.47665 2.98681
O 21.69680 -6.52789 10.70902
C 20.51674 -6.80681 10.91875
N 19.57630 -5.95747 10.44402
C 20.09802 -7.96158 11.78073
H 18.69437 -6.17196 10.88518
H 19.72695 -5.20370 9.79294
H 20.23009 -7.58647 12.79682
H 20.80110 -8.77584 11.62457
H 19.09159 -8.32016 11.57439
O 21.77983 -1.01041 5.60118
C 21.94231 0.05802 5.02456
N 23.17028 0.48717 4.66774
C 20.79093 1.00327 4.73239
H 23.89846 -0.12902 5.00003
H 23.36542 1.47284 4.62824
H 20.79340 1.39403 3.71266
H 20.80436 1.87989 5.38265
H 19.85077 0.47180 4.86171
O 16.73366 -0.67318 8.31905
C 17.16308 0.48139 8.36390
N 16.50777 1.38037 9.12973
C 18.37022 0.97864 7.58293
H 15.90985 0.86968 9.76506
H 16.96363 2.26223 9.29133
H 18.86208 1.80383 8.10109
H 18.04015 1.37884 6.62230
H 19.07566 0.16148 7.44913
O 20.82820 -4.78824 7.78209
C 21.70396 -5.54863 7.34800
N 22.85975 -4.98535 6.94792
C 21.42685 -7.03054 7.12490
H 23.56423 -5.60414 6.57693
H 22.84787 -4.01297 6.69111
H 22.32066 -7.42620 6.64603
H 20.51051 -7.21146 6.56882
H 21.21880 -7.45012 8.10965
C 20.31507 6.12747 6.05460
C 19.69621 7.05447 6.90258
C 18.47762 6.78358 7.52174
C 17.82505 5.60252 7.23375
C 18.40128 4.65848 6.37959
C 19.67588 4.91408 5.82604
C 17.74854 3.36331 6.07375
O 18.23803 2.56869 5.29750
C 16.49904 3.06349 6.79361
C 15.85623 1.83122 6.64240
C 14.65507 1.55606 7.25116
C 13.97515 2.53769 7.97102
C 14.60628 3.76352 8.16602
C 15.83008 4.04401 7.55089
C 16.45502 5.38194 7.84674
O 15.86014 6.24914 8.43217
H 21.29713 6.37426 5.67878
H 20.23382 7.95566 7.16879
H 18.10710 7.50891 8.23155
H 20.23524 4.23472 5.19730
H 16.33340 0.98826 6.15529
H 14.14504 0.60944 7.11208
H 13.04982 2.24042 8.44605
H 14.14844 4.50220 8.80941
C 10.15278 3.44379 6.61177
C 8.86008 3.26396 7.01880
C 8.15463 2.12004 6.70098
C 8.76113 1.14229 5.91779
C 10.09319 1.28350 5.48192
C 10.72960 2.48553 5.75903
C 10.82830 0.15148 4.83454
O 11.94617 0.27944 4.38732
C 10.25804 -1.22037 5.06818
C 11.06850 -2.34914 4.91064
C 10.60874 -3.61549 5.25118
C 9.25563 -3.73522 5.63755
C 8.44694 -2.63102 5.81649
C 8.93543 -1.36447 5.53218
C 8.06893 -0.15189 5.63516
O 6.86537 -0.27110 5.58914
H 10.69946 4.37231 6.70166
H 8.36643 4.05442 7.57297
H 7.15602 1.84324 7.01300
H 11.75081 2.60941 5.41920
H 12.09852 -2.19250 4.61187
H 11.16503 -4.52510 5.06925
H 8.82197 -4.72523 5.58754
H 7.41433 -2.92950 5.94216
C 21.01797 -0.98220 1.81454
C 21.85893 0.09550 1.62028
C 21.42701 1.40724 1.67275
C 20.10440 1.68056 2.02742
C 19.23591 0.58657 2.27047
C 19.68056 -0.70490 2.13947
C 17.82016 0.75121 2.67688
O 17.12768 -0.11660 3.14993
C 17.25418 2.10502 2.45916
C 15.85687 2.20349 2.45566
C 15.24112 3.42105 2.23362
C 16.02839 4.54419 1.96450
C 17.40744 4.43943 2.04604
C 18.05326 3.22228 2.19185
C 19.53267 3.10318 2.12666
O 20.25991 4.06628 2.15315
H 21.37378 -1.99833 1.90432
H 22.89396 -0.17562 1.44213
H 22.16575 2.18203 1.51935
H 19.06523 -1.53605 2.46386
H 15.26945 1.29820 2.50654
H 14.16348 3.51486 2.24729
H 15.71882 5.53615 1.66415
H 17.97371 5.32096 1.76994
*
```

As for the calculated total energy: -5206.78762 hartree. As for the LUMO energy: -0.04745 Eh. The calculation puts the gap between HOMO and LUMO at 6.9283 eV. For the highest occupied orbital energy, the calculation gives -8.22 eV.

These are the Löwdin partial charges, in e, on atoms 1 to 99: -0.0680 -0.1479 -0.2194 0.0175 -0.1352 -0.0488 -0.0837 -0.1661 -0.2111 -0.0889 0.0496 0.0794 0.0874 0.1269 0.0974 0.0879 0.0800 0.0944 0.1122 0.1097 0.0638 0.0804 0.0711 0.0921 0.1299 0.1181 0.1140 0.0835 0.0627 0.0663 -0.5685 -0.0831 -0.2370 -0.1968 -0.2229 -0.0842 -0.2507 -0.0795 0.0678 0.0556 0.0735 0.0934 0.1050 0.1002 0.1013 0.0582 0.0510 0.0745 0.0910 0.1047 0.0755 0.0686 0.0562 0.0237 -0.5872 0.1822 0.0007 0.0683 0.0913 0.0422 0.0764 0.0862 -0.0074 -0.5925 0.1846 -0.0034 0.0724 0.1007 0.0749 0.0719 0.0793 0.0004 -0.5527 0.1677 0.0018 0.0702 0.0702 0.0859 0.0693 0.0677 -0.0126 -0.5958 0.1696 -0.0135 0.0630 0.1135 0.0782 0.0695 0.0875 0.0013 -0.5834 0.1582 0.0073 0.1125 0.1009 0.0577 0.0727 0.0676 -0.0466